(1)
Computed, not measured: a 2-piece molecular cluster, C21H21FO4S overall in a non-equilibrium geometry, with ωB97M-V/def2-TZVPD.

Summary:
2S+1   1
LUMO level   -2.30 eV
Frontier orbital gap   4.36 eV
E_HOMO   -0.2448 Eh
Energy   -43855.949 eV
Energy relative to the best compared isomer or geometry (same formula, charge and spin)   33.6 kcal per mole
Molecular weight   388.5 g/mol

The geometry in XYZ format:
```
48
Properties=species:S:1:pos:R:3:mulliken_charge:R:1
S 0.13894 -2.21582 -1.43183 1.4394
F 0.15219 0.44274 -1.22968 -0.3501
O 0.39821 -3.20960 -0.41941 -0.6972
O -2.32765 -1.72577 -0.05908 -0.2669
O -2.42860 0.53615 -0.42029 -0.6599
O -0.85591 -2.41010 -2.46791 -0.7056
C 2.96774 0.58465 2.17336 -0.6856
C 2.84177 -1.55849 -1.69065 -0.2767
C -0.31629 -0.61783 -0.53162 0.2996
C 3.95692 -1.16691 -2.44292 -0.6213
C -3.78207 -1.71658 -0.03717 -0.1955
C 3.89747 -1.15976 -3.83879 -0.4188
C -2.59975 3.99917 1.33067 -0.3617
C -2.65479 3.08925 2.39594 -0.7280
C 2.73919 -1.58503 -4.49058 -0.4707
C -1.60286 2.21227 2.62869 -0.5119
C -1.46385 4.03808 0.51036 -0.8073
C 2.13023 0.10954 3.32353 -0.4072
C 0.64398 1.32836 2.04200 1.1807
C 0.81763 0.52944 3.19870 -0.7966
C -0.45326 2.21030 1.79135 0.8279
C 1.66050 -1.89817 -2.35423 0.0193
C -1.79446 -0.50593 -0.31695 0.2379
C -0.40794 3.16644 0.73580 -0.1798
C 1.95402 1.42423 1.31644 -0.5649
C -4.21441 -3.15849 -0.02858 -1.1742
C 1.62149 -1.97339 -3.74782 -0.4354
H 0.71738 -2.32214 -4.24395 0.4520
H 4.75798 -0.82953 -4.41898 0.3674
H 2.54769 -0.46785 4.14437 0.4536
H 4.86941 -0.86747 -1.92668 0.3648
H -4.15752 -1.20006 -0.93228 0.3010
H 2.31247 2.46061 1.21464 0.4591
H -3.43716 4.66777 1.13198 0.3970
H 0.47108 3.19359 0.08715 0.3211
H -1.39972 4.74843 -0.31542 0.3692
H 2.68340 -1.61838 -5.57781 0.3646
H -3.99086 -3.62281 -0.99348 0.2603
H -3.70123 -3.72532 0.75231 0.2918
H -3.53211 3.06282 3.04496 0.3831
H -4.12842 -1.18170 0.85881 0.2653
H 2.88163 -1.60742 -0.60110 0.4851
H 0.01824 0.31468 3.90310 0.3999
H -5.29069 -3.21206 0.13281 0.3996
H 3.83910 1.19181 2.46333 0.3384
H -1.65640 1.50578 3.45978 0.2015
H 3.33519 -0.25469 1.56604 0.2286
H 1.84209 0.99521 0.31109 0.2073
```

---

(2)
Computed, not measured: a 3-piece molecular cluster, C21H21NO7 overall in a non-equilibrium geometry, with ωB97M-V/def2-TZVPD.

Summary:
Structure (SMILES)   NCCCCCC1=CC(=O)OC1=O.O=C1C=CC(=O)C=C1.O=C1C=CC(=O)C=C1
2S+1   1
LUMO level   -1.83 eV
Frontier orbital gap   7.10 eV
E_HOMO   -0.3281 Eh
Energy   -37937.355 eV
Energy relative to the best compared isomer or geometry (same formula, charge and spin)   72.1 kcal per mole
Molecular weight   399.4 g/mol

The geometry in XYZ format:
```
50
Properties=species:S:1:pos:R:3:mulliken_charge:R:1
O -4.01640 2.45653 -2.44513 -0.4114
O -0.65578 0.20788 -0.75052 -0.3364
O 3.38689 -2.48243 1.40223 -0.4991
O -0.81316 -4.98760 0.26239 -0.5584
O -5.80167 1.69942 -1.35467 -0.3377
O -6.67720 0.91687 0.57368 -0.4890
O 7.19849 -5.91686 0.09095 -0.5351
N 1.70204 2.13566 -1.00344 -0.7192
C -0.69244 -0.98395 -0.51897 0.0991
C 6.32692 -5.13073 0.39053 0.3216
C 4.26116 -3.27068 1.10201 0.3787
C 6.26827 -4.52367 1.74361 -0.3856
C -0.77808 -3.79777 0.03134 0.2238
C 1.14261 2.53636 0.29449 -0.2347
C -6.05961 1.69493 -0.03166 0.3034
C -2.22604 4.26182 -0.75966 -1.1016
C -5.36197 2.84648 0.65080 -0.6135
C -1.89412 -3.11615 -0.67127 -0.4084
C -4.64933 2.50770 -1.48894 0.2577
C -1.85392 -1.81108 -0.92720 -0.5234
C -3.54931 4.43678 0.00468 -0.8992
C 0.38227 -2.96778 0.43856 -0.3005
C 0.42186 -1.66378 0.18276 -0.1698
C 5.31000 -3.66189 2.07346 -0.3895
C -1.37717 3.11189 -0.17750 0.0538
C 5.27582 -4.73798 -0.58111 -0.3927
C 0.05616 3.61608 0.17647 -1.2027
C 4.31810 -3.87615 -0.25020 -0.1843
C -4.50977 3.30621 -0.23833 0.7836
H 2.39871 1.42251 -0.83566 0.2438
H -3.28496 4.40885 1.06415 0.3777
H -0.00419 4.12582 1.14248 0.3091
H 1.18663 -3.47814 0.95022 0.4540
H 3.54228 -3.57766 -0.94441 0.4668
H 1.97920 2.95242 0.86395 0.4929
H -1.28554 2.30405 -0.92370 0.1504
H -1.65082 5.17746 -0.59390 0.5100
H -2.65707 -1.29549 -1.43923 0.4982
H -4.00632 5.41004 -0.17680 0.4194
H 5.25010 -3.20937 3.05509 0.4188
H 5.33469 -5.18998 -1.56297 0.4093
H -2.73231 -3.73754 -0.95998 0.4197
H -1.80487 2.69539 0.73786 0.4273
H 0.81770 1.63979 0.84097 0.1482
H 0.41315 4.32744 -0.57104 0.4395
H -2.37600 4.15294 -1.83060 0.4094
H -5.53749 3.16336 1.66021 0.5230
H 0.97721 1.76867 -1.60695 0.2598
H 7.04340 -4.82164 2.43799 0.3951
H 1.26189 -1.04501 0.47298 0.4982
```

---

(3)
Computed, not measured: a 4-piece molecular cluster, C21H21NO7P overall, with ωB97M-V/def2-TZVPD.

Summary:
Charge   +1
2S+1   1
LUMO level   -3.74 eV
Frontier orbital gap   8.09 eV
E_HOMO   -0.4348 Eh
Energy   -47219.055 eV
Molecular weight   430.4 g/mol

The geometry in XYZ format:
```
51
Properties=species:S:1:pos:R:3:mulliken_charge:R:1
P -4.15213 1.71011 1.47294 0.3632
O -1.23732 -0.57540 -0.39860 -0.5612
O -4.72755 2.46666 0.20156 -0.4472
O 3.75788 7.72901 4.68011 -0.5098
O 1.35353 4.97878 0.84837 -0.5161
O 1.12488 -4.54933 -3.02798 -0.5002
O 1.62297 -8.77616 -6.17681 -0.5203
O -0.50112 -5.38710 1.67808 -0.5209
N -2.55605 1.72874 1.61119 -0.2210
C 3.33620 7.49230 2.37456 -0.4035
C -1.73983 2.59246 1.07039 0.6929
C 2.38602 5.90348 4.11727 -0.4177
C 1.50946 -7.81048 -5.45765 0.3024
C -0.49275 -2.78426 -0.73466 -0.3842
C -2.06128 4.02407 0.80648 -0.9686
C -0.36319 2.14012 0.73564 -0.8533
C -1.42391 -1.97171 1.48328 -0.2011
C 0.41987 -6.74024 -3.53466 -0.1935
C 1.78167 5.21394 3.15410 -0.1571
C 1.23770 -5.52215 -3.74937 0.5118
C 0.54430 -7.80166 -4.32613 -0.4420
C -0.66671 -4.28943 1.19772 0.2108
C 3.21226 7.10186 3.80332 0.2644
C -0.30793 -3.99367 -0.21216 -0.2480
C 2.20120 -5.52780 -4.87570 -0.4096
C -1.06505 -1.68578 0.07275 0.3756
C 2.72985 6.79882 1.41461 -0.3785
C 1.90674 5.60994 1.73172 0.4458
C -1.24125 -3.17981 2.00853 -0.4570
C 2.32780 -6.58786 -5.66898 -0.3752
H 0.11385 -4.80462 -0.78979 0.4156
H -0.27611 -6.71320 -2.70546 0.4057
H -1.83227 -1.14272 2.04902 0.4370
H -3.03205 4.34016 1.18216 0.3874
H -0.42354 1.42339 -0.08332 0.3028
H -5.48404 3.04677 0.36762 0.3740
H 2.80428 7.06179 0.36732 0.4295
H -1.26822 4.61880 1.27207 0.2367
H -4.83206 2.18306 2.60230 0.1378
H 0.25751 2.99772 0.48302 0.2444
H 1.17952 4.33699 3.35898 0.3999
H 2.78543 -4.62611 -5.00718 0.4201
H -4.51282 0.37673 1.33376 0.1448
H -1.49166 -3.41894 3.03439 0.4354
H -1.98575 4.22249 -0.26785 0.3234
H -0.03967 -8.70323 -4.19254 0.4132
H 0.07358 1.66464 1.61874 0.3275
H 2.31412 5.63662 5.16391 0.4188
H 3.02282 -6.61847 -6.49824 0.3998
H -0.23254 -2.55431 -1.75982 0.4580
H 3.94333 8.36497 2.17102 0.4079
```

---

(4)
Computed, not measured: C21H21O5PW as an isolated structure in a non-equilibrium geometry, with ωB97M-V/def2-TZVPD.

Summary:
Charge   +2
2S+1   1
LUMO level (spin up / spin down)   -8.27 / -8.34 eV
Frontier orbital gap (spin up / spin down)   7.03 / 7.06 eV
E_HOMO (spin up / spin down)   -0.5623 / -0.5658 Eh
Energy   -43452.488 eV
Energy relative to the best compared isomer or geometry (same formula, charge and spin)   28.4 kcal per mole
Molecular weight   568.2 g/mol

The geometry in XYZ format:
```
49
Properties=species:S:1:pos:R:3:mulliken_charge:R:1
W 0.26407 0.44046 0.01064 0.8087
P 0.27290 2.78941 -0.87825 1.0807
O 3.40028 -0.40683 2.05607 -0.4616
O 0.44696 -0.96096 1.69575 -0.4716
O -0.80105 -1.31756 -0.03883 -0.6599
O 1.27712 -0.66106 -1.65616 -0.6276
O 2.03550 0.75623 0.63069 -0.5409
C -2.20317 0.03799 -2.37625 -0.5867
C 1.45473 -2.31258 -0.11124 -0.2320
C 1.07586 -2.16053 -1.58043 -0.2358
C -0.80434 2.19769 1.48444 -0.1582
C 2.81149 -0.38308 1.04387 0.1054
C 0.32162 -1.62247 0.62279 0.7369
C 2.07981 -2.70682 -2.56998 -0.9558
C -0.82232 2.05037 -2.09277 0.5799
C -1.76713 4.19531 0.55305 -0.6110
C -1.72753 2.17405 2.52134 -0.6787
C -1.45749 0.90347 -1.57557 -0.4068
C 2.76676 -0.75536 -1.41834 -0.2724
C 3.22520 -1.67697 -2.51768 -0.9561
C 2.77903 -1.43838 -0.04163 0.0045
C -2.68424 4.19115 1.60653 -0.6334
C -2.29070 0.30879 -3.73030 -0.6833
C -0.81497 3.19669 0.49369 0.6571
C -0.89822 2.28619 -3.45178 -0.7854
C -1.64797 1.42840 -4.25380 -0.5741
C -2.67583 3.18844 2.56829 -0.6110
C 1.18038 4.19093 -1.53235 -1.2976
H 4.18967 -2.11372 -2.26393 0.3958
H -1.68554 1.40830 3.28401 0.5523
H 0.04173 -2.37960 -1.80286 0.7336
H 2.38308 -3.71374 -2.28518 0.3733
H -1.82628 4.96127 -0.21098 0.4484
H -1.73703 1.64632 -5.31093 0.4485
H 1.85360 3.87704 -2.32889 0.4328
H 0.46192 4.91537 -1.91779 0.4647
H -2.87648 -0.32986 -4.37786 0.4757
H 0.08631 1.56243 1.68550 0.4940
H 1.76083 4.64065 -0.72803 0.4190
H 1.63620 -2.76103 -3.56045 0.3613
H -2.71843 -0.80482 -1.93545 0.5824
H 3.17090 0.24907 -1.43706 0.6497
H -3.42737 4.97596 1.66453 0.4354
H -0.38883 3.13240 -3.89586 0.4933
H 1.59714 -3.33798 0.22614 0.5789
H -1.69917 0.87536 -0.51095 0.4691
H 3.65417 -2.06833 0.09538 0.8180
H -3.40245 3.20390 3.36970 0.4431
H 3.33146 -1.14142 -3.45759 0.3975
```

---

(5)
Computed, not measured: C21H22AuN5O as an isolated structure in a non-equilibrium geometry, with ωB97M-V/def2-TZVPD.

Summary:
Charge   +2
2S+1   3
LUMO level (spin up / spin down)   -5.59 / -8.55 eV
Frontier orbital gap (spin up / spin down)   8.83 / 6.41 eV
E_HOMO (spin up / spin down)   -0.5300 / -0.5500 Eh
Energy   -35306.336 eV
Energy relative to the best compared isomer or geometry (same formula, charge and spin)   0.0 kcal per mole
Molecular weight   557.4 g/mol

The geometry in XYZ format:
```
50
Properties=species:S:1:pos:R:3:mulliken_charge:R:1
Au -0.09254 -2.08697 0.49753 0.6281
O -2.20021 -3.32117 -0.81913 -0.3959
N -1.01271 -0.37669 2.83526 0.2820
N -1.17733 -1.54973 2.14307 -0.6538
N 1.42632 -1.37315 -1.90792 0.4928
N 1.02015 -2.42743 -1.11219 -0.4792
N 0.30784 0.01282 0.31355 -0.3437
C 0.50325 0.38810 -3.35414 -0.5239
C -0.18391 1.57945 -3.51619 0.6784
C -1.99660 -0.18321 3.71879 0.1007
C 1.46571 1.88714 1.23418 -0.0147
C -2.83099 -1.30267 3.65074 -0.9736
C 2.77759 -3.08815 -2.35235 -0.7883
C 1.85110 2.67756 2.32371 -1.3474
C 0.64335 0.77395 1.37037 0.9704
C 0.14869 0.41170 2.65252 -0.1793
C 0.69236 -0.12050 -2.05825 0.2592
C -0.78272 2.17635 -2.43716 -1.0166
C 1.81037 3.12242 4.72244 -1.6423
C 0.21804 0.51073 -0.95880 0.2722
C -2.46803 -2.50619 -1.98397 -0.4459
C 2.48356 -1.77519 -2.59424 -0.0835
C -0.62628 1.66900 -1.18455 -0.2424
C 1.45158 2.30132 3.57857 0.5568
C 1.84049 -3.43021 -1.39933 -0.2308
C 0.56217 1.15349 3.70021 -0.6801
C -2.30909 -2.07605 2.61475 0.0343
C -0.44853 2.16602 -4.88088 -1.6831
H -1.48406 2.11588 -5.25173 0.3387
H -1.48817 -2.32420 -2.42288 0.1413
H -2.88428 -1.55220 -1.61441 0.1739
H -1.04955 2.10162 -0.30718 0.6489
H 2.49973 3.51748 2.22094 0.4393
H -3.18193 -2.99331 -2.67421 0.3962
H 1.87507 2.64598 5.66208 0.4405
H -0.15552 3.21989 -4.97066 0.4055
H 2.69789 3.69223 4.55200 0.4067
H 0.19816 0.91242 4.67077 0.6573
H 0.95971 3.82384 4.96320 0.3285
H 2.89741 -1.16044 -3.39086 0.4745
H -2.75233 -2.94584 2.12544 0.4559
H 1.86160 2.16781 0.32100 0.6672
H -1.94272 0.68783 4.36230 0.5035
H 0.11523 1.66979 -5.64463 0.4083
H 3.58090 -3.59260 -2.87254 0.4319
H 1.78937 -4.34170 -0.82753 0.4485
H -3.75529 -1.50872 4.20776 0.3923
H -2.41940 -4.19097 -1.04200 0.2728
H 0.89970 -0.22126 -4.18470 0.4991
H -1.33517 3.06374 -2.67871 0.5189
```